Entry 1:
172
Properties=species:S:1:pos:R:3:mulliken_charge:R:1 method="wB97M-V/def2-TZVPD" de_lowest_ev=0.435 orbital_gap_ev=6.333 e_tot_ev=-184794.5990 largest_force_ev_per_a=11.521 homo_ev=-7.407
C -1.198 0.302 1.392 0.60
O 0.171 0.192 0.972 1.61
P 0.689 -1.201 0.367 -1.33
O 0.441 -2.424 1.168 -0.47
O 0.110 -1.268 -1.112 1.24
C 0.660 -0.420 -2.127 1.66
O 2.205 -0.742 0.285 1.35
C 3.315 -1.550 -0.114 -0.60
H -1.482 1.340 1.238 -1.38
H -1.232 -0.012 2.439 0.17
H -1.864 -0.392 0.874 -0.55
H -0.095 -0.232 -2.888 -1.44
H 1.455 -0.917 -2.689 -0.21
H 1.049 0.505 -1.703 -0.41
H 3.882 -1.869 0.763 0.11
H 3.977 -0.890 -0.676 0.22
H 3.046 -2.424 -0.705 -0.19
C -4.134 3.574 -0.072 -0.60
O -3.578 2.305 -0.382 -0.01
P -2.757 2.131 -1.733 -0.20
O -2.153 0.803 -1.859 -0.49
O -1.718 3.352 -1.703 -0.38
C -0.536 3.107 -0.917 1.31
O -3.710 2.599 -2.921 -0.38
C -3.129 2.817 -4.201 -0.19
H -5.200 3.622 0.182 0.38
H -4.116 4.309 -0.878 0.39
H -3.632 3.932 0.826 -0.05
H -0.179 4.034 -0.480 0.57
H 0.232 2.659 -1.544 -0.47
H -0.796 2.407 -0.117 -1.03
H -3.143 3.896 -4.382 0.28
H -3.815 2.473 -4.978 0.28
H -2.139 2.397 -4.358 -0.21
C -1.791 -0.337 5.357 -0.75
O -2.622 0.817 5.487 -0.38
P -4.045 0.847 4.815 0.67
O -4.853 -0.362 4.956 -0.76
O -3.638 1.306 3.333 0.65
C -4.680 1.439 2.369 -0.92
O -4.763 2.117 5.464 -0.48
C -4.068 3.364 5.469 -0.43
H -0.806 -0.047 4.994 0.15
H -2.161 -1.158 4.745 0.41
H -1.616 -0.689 6.375 0.38
H -4.436 1.123 1.351 0.15
H -4.740 2.527 2.205 0.26
H -5.672 1.085 2.639 0.48
H -4.447 4.050 4.711 0.20
H -3.006 3.272 5.221 0.07
H -4.101 3.783 6.471 0.44
C 4.016 2.052 -2.686 -0.19
O 4.205 1.744 -4.065 -0.48
P 3.150 0.815 -4.869 0.27
O 3.390 0.826 -6.317 -0.84
O 3.177 -0.570 -4.120 0.83
C 4.371 -1.371 -4.092 -0.90
O 1.745 1.458 -4.405 0.46
C 1.329 2.743 -4.866 -0.84
H 3.196 1.448 -2.288 -0.09
H 3.833 3.117 -2.572 0.22
H 4.879 1.713 -2.109 0.25
H 4.078 -2.324 -4.527 0.29
H 4.650 -1.533 -3.053 -0.03
H 5.211 -0.948 -4.640 0.54
H 1.987 3.217 -5.597 0.38
H 1.299 3.405 -4.002 0.20
H 0.371 2.572 -5.353 0.13
C 0.757 -1.659 -7.936 -0.66
O -0.165 -2.362 -7.111 -0.46
P 0.092 -2.245 -5.524 1.29
O 1.341 -2.876 -5.080 -1.00
O -0.072 -0.678 -5.283 0.37
C -1.347 -0.045 -5.417 -0.53
O -1.247 -2.908 -4.968 -0.50
C -1.328 -4.271 -4.554 -0.68
H 1.707 -1.372 -7.479 0.22
H 0.251 -0.764 -8.309 0.25
H 1.047 -2.237 -8.815 0.31
H -2.082 -0.722 -5.842 0.46
H -1.254 0.844 -6.046 0.42
H -1.658 0.382 -4.461 -0.35
H -2.013 -4.359 -3.714 0.16
H -0.366 -4.730 -4.331 0.32
H -1.769 -4.799 -5.406 0.28
C 0.881 5.876 3.309 -0.46
O -0.316 6.556 3.681 -0.46
P -1.602 6.250 2.767 0.75
O -1.355 6.146 1.323 -0.54
O -2.282 4.937 3.389 -0.23
C -1.899 3.651 2.909 0.84
O -2.547 7.431 3.216 -0.39
C -3.836 7.618 2.679 -0.71
H 1.679 6.618 3.253 0.39
H 0.969 5.357 2.353 0.06
H 1.139 5.153 4.083 0.29
H -1.037 3.685 2.242 0.12
H -2.743 3.090 2.519 -1.08
H -1.458 3.045 3.708 0.49
H -4.609 7.027 3.174 0.27
H -3.871 7.278 1.636 0.29
H -4.097 8.673 2.657 0.28
C 5.513 4.118 0.263 -0.55
O 4.500 4.084 1.247 -0.30
P 3.141 3.297 0.918 1.14
O 2.242 3.847 -0.099 -0.77
O 3.626 1.808 0.626 0.29
C 4.394 1.121 1.596 -0.71
O 2.523 3.189 2.399 -0.53
C 1.376 2.402 2.666 0.19
H 5.351 3.534 -0.646 0.08
H 6.480 3.749 0.612 0.28
H 5.668 5.149 -0.055 0.31
H 4.852 1.758 2.352 0.60
H 5.195 0.564 1.104 0.44
H 3.858 0.305 2.083 -0.28
H 0.790 2.838 3.473 0.23
H 1.723 1.395 2.901 0.05
H 0.668 2.343 1.834 -0.27
C -5.030 -7.489 1.503 -0.75
O -5.360 -6.107 1.473 -0.37
P -4.361 -5.073 0.779 1.15
O -3.494 -5.621 -0.259 -0.73
O -5.269 -3.841 0.324 -0.23
C -6.318 -3.284 1.093 -0.65
O -3.545 -4.510 2.047 -0.53
C -2.309 -3.828 1.859 -0.14
H -3.953 -7.651 1.574 0.30
H -5.516 -8.071 0.726 0.26
H -5.369 -7.847 2.481 0.29
H -7.067 -2.869 0.422 0.26
H -5.939 -2.507 1.756 0.21
H -6.859 -4.005 1.709 0.31
H -1.790 -3.892 2.815 -0.05
H -2.491 -2.791 1.573 0.25
H -1.689 -4.312 1.102 0.33
C 6.531 -1.218 3.696 -0.75
O 6.260 -1.617 2.366 -0.33
H 6.031 -0.289 3.972 0.23
H 6.314 -1.934 4.491 0.32
H 7.584 -0.943 3.821 0.34
H 6.795 -2.402 2.213 0.21
C 2.204 -1.722 3.628 0.13
O 1.328 -1.024 4.513 -0.50
H 3.192 -1.767 4.102 0.35
H 1.798 -2.683 3.319 0.05
H 2.398 -1.111 2.744 -0.60
H 1.041 -1.671 5.164 0.30
C 6.475 -3.464 -1.380 0.19
O 7.229 -2.559 -2.170 -0.51
H 6.609 -3.249 -0.315 -0.07
H 5.408 -3.318 -1.561 -0.21
H 6.709 -4.486 -1.679 0.35
H 8.166 -2.754 -2.123 0.29
C 1.370 -4.156 -1.892 -0.01
O 2.470 -3.633 -2.607 -0.59
H 0.468 -3.581 -2.123 -0.34
H 1.197 -5.199 -2.181 0.51
H 1.459 -4.138 -0.804 0.14
H 2.129 -3.331 -3.462 0.29
C -0.231 -4.985 3.535 -0.77
O -0.655 -4.630 2.235 -0.47
H 0.860 -5.043 3.576 0.27
H -0.575 -4.227 4.252 0.26
H -0.703 -5.922 3.819 0.27
H -0.215 -3.803 1.953 0.87
C -2.396 -2.720 -1.889 -1.02
O -2.654 -1.772 -0.859 0.16
H -1.506 -3.276 -1.565 0.30
H -3.186 -3.462 -2.008 0.43
H -2.181 -2.269 -2.861 0.38
H -2.246 -0.946 -1.164 -0.34

Entry 2:
61
Properties=species:S:1:pos:R:3:lowdin_spin:R:1 method="wB97M-V/def2-TZVPD" de_lowest_ev=1.975 multiplicity=2 orbital_gap_ev="6.207 / 6.912" e_tot_ev=-108238.1555 largest_force_ev_per_a=1.848 homo_ev="-7.188 / -7.892"
Ir 0.343 1.011 -1.434 0.00
F 5.625 -0.772 2.349 0.00
C 4.934 -0.458 1.253 0.00
C 3.667 0.072 1.358 0.00
F 3.118 0.271 2.558 0.01
C 2.988 0.395 0.204 0.00
F 1.721 0.907 0.326 0.00
C 3.483 0.210 -1.069 0.00
S 2.570 0.650 -2.494 0.00
C 4.756 -0.348 -1.139 0.00
F 5.321 -0.578 -2.323 0.00
C 5.476 -0.667 -0.003 0.00
F 6.699 -1.182 -0.107 0.00
F -4.054 -0.314 1.368 0.00
C -3.132 0.608 1.060 0.00
C -2.149 0.293 0.145 0.01
C -1.199 1.257 -0.170 0.01
C -1.261 2.533 0.417 0.00
C -2.270 2.779 1.339 0.00
F -2.362 3.983 1.941 0.00
C -3.214 1.838 1.683 0.00
C -0.250 3.500 -0.044 0.00
C -0.123 4.822 0.361 0.00
C 0.858 5.619 -0.203 0.00
C 1.695 5.093 -1.170 0.00
C 1.530 3.773 -1.533 0.00
N 0.594 2.996 -0.975 0.00
H -2.123 -0.701 -0.283 0.00
H -3.983 2.059 2.410 0.00
H -0.794 5.218 1.104 0.00
H 0.960 6.651 0.111 0.00
H 2.469 5.684 -1.639 0.00
H 2.156 3.296 -2.274 0.00
Cl -3.869 -3.739 -5.030 0.00
C -2.704 -2.877 -4.064 0.00
C -1.821 -3.612 -3.233 0.00
C -0.906 -2.978 -2.459 0.00
Cl 0.170 -3.892 -1.458 0.00
C -0.791 -1.548 -2.451 0.00
O 0.062 -0.985 -1.699 0.00
C -1.662 -0.847 -3.322 0.00
C -1.558 0.549 -3.506 0.00
O -0.778 1.367 -2.983 0.00
C -2.626 -1.532 -4.110 0.00
H -1.873 -4.693 -3.214 0.00
H -2.233 0.987 -4.247 0.00
H -3.289 -0.970 -4.756 0.00
Cl -2.612 -4.856 5.080 0.04
C -1.686 -3.739 4.125 0.13
C -0.955 -4.208 3.038 -0.02
C -0.235 -3.319 2.269 0.12
C -0.218 -1.936 2.565 0.05
C 0.496 -1.019 1.777 0.50
C -0.962 -1.503 3.691 0.12
C -1.687 -2.389 4.457 -0.02
H -0.958 -5.266 2.806 0.00
H 0.334 -3.679 1.420 0.00
H 1.017 -1.347 0.883 0.03
H 0.509 0.029 2.034 0.02
H -0.954 -0.448 3.947 0.00
H -2.257 -2.047 5.312 0.00

Entry 3:
63
Properties=species:S:1:pos:R:3:lowdin_spin:R:1 method="wB97M-V/def2-TZVPD" de_lowest_ev=1.564 multiplicity=3 orbital_gap_ev="4.335 / 6.104" e_tot_ev=-134355.2970 largest_force_ev_per_a=2.045 homo_ev="-0.246 / -2.015" charge=-2
Ti 0.148 -0.160 0.408 0.90
O 1.408 3.582 1.801 0.01
C 1.311 2.659 0.991 0.01
N 1.297 1.343 1.254 0.01
C 1.945 0.875 2.441 0.00
C 2.947 1.568 3.129 0.00
C 3.581 1.017 4.237 0.00
C 3.224 -0.243 4.688 0.00
C 2.245 -0.963 4.015 0.00
C 1.608 -0.432 2.890 0.01
N 0.701 -1.130 2.070 0.01
C 0.051 -2.232 2.442 0.00
O -0.037 -2.730 3.564 0.01
C -0.560 -2.969 1.245 0.00
C -1.210 -4.171 1.447 0.00
C -1.651 -4.893 0.350 0.00
C -1.395 -4.397 -0.905 0.00
C -0.754 -3.168 -1.013 0.00
N -0.358 -2.453 0.038 0.01
C 1.179 3.094 -0.478 0.00
C 1.014 4.450 -0.738 0.00
C 0.963 4.884 -2.053 0.00
C 1.089 3.952 -3.065 0.00
C 1.269 2.627 -2.706 0.00
N 1.311 2.209 -1.441 0.01
H 3.234 2.549 2.789 0.00
H 4.355 1.583 4.746 0.00
H 3.711 -0.676 5.557 0.00
H 1.968 -1.951 4.342 0.00
H -1.349 -4.497 2.469 0.00
H -2.194 -5.824 0.475 0.00
H -1.686 -4.935 -1.799 0.00
H -0.543 -2.747 -1.985 0.00
H 0.932 5.121 0.103 0.00
H 0.823 5.933 -2.284 0.00
H 1.058 4.237 -4.109 0.00
H 1.392 1.860 -3.468 0.00
Cl 1.689 -1.774 -6.485 -0.01
C 1.643 -1.402 -4.755 0.01
C 2.781 -1.636 -3.994 0.17
C 2.719 -1.346 -2.622 0.03
Cl 4.149 -1.642 -1.657 0.00
C 1.587 -0.843 -1.983 0.08
O 1.586 -0.616 -0.692 0.04
C 0.422 -0.569 -2.821 0.05
C -0.750 0.028 -2.309 0.26
O -0.946 0.416 -1.091 0.22
C 0.495 -0.885 -4.210 0.13
H 3.686 -2.029 -4.435 0.01
H -1.565 0.212 -3.013 0.01
H -0.370 -0.696 -4.838 0.01
Cl -7.046 2.174 1.180 0.00
C -5.449 1.425 1.137 0.00
C -4.318 2.201 1.317 0.00
C -3.080 1.591 1.314 0.00
Cl -1.654 2.537 1.508 0.00
C -2.880 0.189 1.146 0.00
O -1.725 -0.368 1.225 0.00
C -4.082 -0.521 0.915 0.00
Cl -3.976 -2.223 0.576 0.00
C -5.336 0.067 0.926 0.00
H -4.391 3.273 1.455 0.00
H -6.218 -0.538 0.759 0.00

Entry 4:
65
Properties=species:S:1:pos:R:3:mulliken_charge:R:1 method="wB97M-V/def2-TZVPD" de_lowest_ev=0.000 orbital_gap_ev="4.948 / 4.772" e_tot_ev=-175823.8737 largest_force_ev_per_a=0.706 homo_ev="-5.416 / -5.239"
Ni -0.027 0.014 0.267 0.10
Se 4.122 -5.802 2.865 0.22
N 2.705 -4.928 3.504 -0.87
C 2.393 -4.015 2.627 0.94
C 1.268 -3.090 2.783 0.28
C 0.444 -3.092 3.893 -0.62
C -0.606 -2.181 3.941 -0.85
C -0.801 -1.324 2.873 -0.28
N -0.021 -1.304 1.785 -0.08
C 1.024 -2.170 1.751 0.09
C 1.876 -2.082 0.587 0.04
N 1.583 -1.093 -0.303 -0.10
C 2.347 -1.015 -1.400 -0.20
C 3.419 -1.850 -1.656 -0.81
C 3.744 -2.834 -0.729 -0.77
C 2.961 -2.955 0.404 0.36
C 3.226 -3.954 1.442 1.00
N 4.199 -4.820 1.379 -0.86
H 0.629 -3.796 4.693 0.52
H -1.280 -2.147 4.786 0.41
H -1.629 -0.625 2.870 0.49
H 2.080 -0.234 -2.100 0.32
H 3.998 -1.716 -2.559 0.47
H 4.582 -3.503 -0.872 0.52
O 0.778 2.584 -1.623 -0.37
B -0.554 2.540 -1.231 1.20
O -1.420 2.340 -2.294 -0.53
C -0.584 2.137 -3.370 0.66
C -0.922 1.834 -4.666 -0.89
C 0.133 1.698 -5.570 -0.53
C 1.454 1.870 -5.172 -0.55
C 1.782 2.179 -3.851 -0.82
C 0.734 2.297 -2.970 0.56
H -1.954 1.709 -4.962 0.51
H -0.084 1.457 -6.602 0.40
H 2.246 1.763 -5.901 0.39
H 2.805 2.311 -3.528 0.52
Cl -0.008 7.382 4.905 -0.21
C -0.107 6.050 3.801 0.42
C -0.752 6.223 2.586 -0.87
C -0.829 5.157 1.706 -0.23
C -0.265 3.931 2.044 0.17
C 0.380 3.774 3.269 -0.35
C 0.461 4.834 4.153 -0.75
C -0.320 2.777 1.131 0.57
O -1.024 2.982 -0.009 -0.61
O 0.161 1.693 1.381 -0.90
H -1.186 7.181 2.338 0.41
H -1.330 5.274 0.755 0.48
H 0.815 2.815 3.514 0.47
H 0.960 4.727 5.106 0.42
F -5.757 -2.794 -1.627 -0.25
C -4.985 -2.292 -2.610 0.70
F -4.695 -3.300 -3.447 -0.29
F -5.746 -1.411 -3.289 -0.26
C -3.751 -1.637 -2.058 0.47
C -3.880 -0.543 -1.215 -1.16
C -2.737 0.047 -0.718 -0.17
N -1.499 -0.404 -0.991 0.43
C -1.392 -1.447 -1.822 -0.29
C -2.484 -2.092 -2.375 -0.96
H -4.854 -0.150 -0.955 0.42
H -2.796 0.920 -0.082 0.49
H -0.384 -1.779 -2.035 0.45
H -2.342 -2.933 -3.037 0.50